[1]
Below is the molecule C2H2N2O2S at a distorted geometry, with properties calculated with ωB97M-V with the def2-TZVPD basis set.

```
! wB97M-V def2-TZVPD RIJCOSX def2/J DEFGRID3
* xyz 0 1
S -1.4066 -0.6073 2.3853
N 0.5518 -0.0003 -1.0661
H 0.5149 0.1626 -2.0982
O -1.0170 0.9492 0.4337
N 0.1786 1.3994 -0.4896
H 1.0604 1.6015 0.1924
O 0.3667 -2.1770 -0.1922
C 0.3070 -1.0221 -0.1399
C -0.5559 -0.3060 0.9746
*
```

structure (SMILES): O=c1[nH][nH]oc1=S
F_max: 4.6 eV/Å
ΔE to the lowest compared entry with this formula, charge and spin: 97.2 kcal per mole
E_LUMO: -1.20 eV
molar mass: 118.1 g mol⁻¹

***

[2]
Below is a structure of composition C34H66BBr22Cl2O5S at a distorted geometry, with properties calculated with ωB97M-V with the def2-TZVPD basis set.

```
! wB97M-V def2-TZVPD RIJCOSX def2/J DEFGRID3
* xyz -1 1
C -0.2101 -3.7962 4.8427
H -3.2378 8.1527 -3.6302
H -4.4400 1.6305 -1.0437
C -5.5801 -0.2583 -3.4369
Br -5.6253 7.9400 -0.6448
C -5.0591 8.0516 -2.5032
C 1.3396 0.8300 -3.7647
C 0.2709 -11.0656 -2.2717
H -5.2777 -0.7001 -4.3967
C 3.5114 2.1408 -3.4350
H -4.7427 4.0884 4.3164
C 2.1737 1.6640 -2.7653
C 1.3820 2.7996 -2.0440
Br -2.0573 5.8085 0.3247
O -0.8400 3.7263 -2.2685
H 0.4944 -3.1229 5.3199
H -5.3000 7.0801 -2.9328
H -2.8184 3.4878 1.9880
H -2.2309 -3.1533 0.1903
Br 4.5303 -6.9903 4.3205
H -2.0544 -2.7101 4.9837
C -1.3826 -2.4933 -0.0431
Br 0.7910 -4.8183 3.5183
H 0.7506 6.6061 -0.0985
H 8.1189 -6.2966 5.4994
H 0.8533 -11.6901 -1.6004
C 2.7350 -5.2380 8.1422
Br -5.6335 2.7302 2.4278
H -6.1978 -0.4446 -8.7130
Br 8.1053 4.8421 4.2856
C -0.8964 -6.4136 -0.9370
H 4.2756 2.2235 -2.6427
Br 1.0029 -4.3513 8.0577
B -1.8027 2.7138 -2.6711
H 1.7617 -0.1769 -3.9384
C -6.5902 -0.9211 -7.8165
H -1.7945 -10.4557 -2.5770
H -2.4540 -7.9285 -0.8611
C -1.3799 -3.0860 4.2158
H 3.2063 3.3081 -0.8826
H -6.5307 -0.2248 -6.9841
Cl -1.1032 -1.9080 -2.7722
H 0.5703 -11.2645 -3.2995
C 6.2966 -6.1671 4.3760
H 7.2022 1.1511 4.7763
Br -8.4820 -1.2129 -8.1802
H -6.1441 -3.0068 -8.2527
H 6.1283 5.7910 -1.1137
O -6.1410 2.3221 -3.2698
C 0.5326 6.8730 0.9313
H 0.2724 0.7656 -3.5109
H 1.1318 7.7381 1.2141
H -5.2102 -0.8811 -2.6055
H 7.0026 -7.6398 5.8134
C -0.9271 7.1442 1.1748
C -1.8966 -7.2667 -0.2043
Br 1.8324 -7.9410 7.8574
Br 6.7509 1.9280 2.4795
C -2.3855 -0.3781 -0.9540
Cl -2.9705 -0.0141 0.6634
Br -1.6526 -5.6612 -2.5650
H -0.5290 -5.5794 -0.3445
C 4.6343 7.1286 -0.2696
H 0.8285 2.3830 -1.1918
H 6.1453 -5.0935 4.3067
H -0.5147 -3.0770 -0.3962
H -5.6704 8.8154 -2.9753
H 2.4022 -6.1662 6.2031
H 0.8045 4.6377 -3.0288
C 7.5628 2.0304 4.2445
H 3.8508 1.2959 -4.0639
C -3.8018 1.6939 -1.9397
Br 1.1976 5.4155 2.0397
C 7.1536 3.2866 4.9670
C 2.4185 3.8224 -1.4453
H -4.7962 -2.0716 -7.5766
Br -2.3981 2.3179 4.1424
H -1.1899 7.1551 2.2291
H -2.9902 7.7130 -1.9289
Br 3.3530 5.6502 -0.1237
H 6.7985 -6.5192 3.4764
H -0.5513 -4.5314 5.5685
C -4.4854 4.0646 3.2610
C -3.0306 3.7714 3.0142
Br 0.7974 -9.2229 -1.9336
H -4.7651 5.0101 2.7984
O -3.2313 2.9086 -2.2220
S -4.9708 1.4602 -3.3818
H -1.2158 8.0925 0.7222
H 2.8908 -5.5287 9.1772
O -4.3120 1.7160 -4.6492
H -1.4024 -7.8566 0.5664
C 6.0436 6.6177 -0.4131
H 2.5018 0.9623 -1.9683
H -1.9376 -3.7110 3.5226
C 7.0716 -6.5769 5.6008
H 4.3337 7.6774 -1.1618
H 3.3940 3.0680 -4.0130
Br 6.7470 5.9912 1.2926
Br -3.1607 10.1843 -2.2268
H 6.0925 3.5027 4.8809
H 1.8094 4.4548 -0.6968
H -2.4170 4.6295 3.2828
Br -0.8079 -1.5121 3.2266
C -2.6304 0.6157 -2.0966
H 0.3046 3.2310 -3.9854
H -1.0543 -1.9384 0.8492
Br 6.4538 -5.6394 7.1928
Br -1.7279 -11.2965 -0.2330
H 4.4998 7.7637 0.6039
C -1.2152 -11.2479 -2.1110
H -0.0558 -7.0211 -1.2692
H -2.4890 0.2458 -3.1264
H 1.4016 1.3377 -4.7519
H -6.6811 -0.2913 -3.4101
O -1.4939 1.4617 -1.9351
H 3.4592 -4.4714 7.8701
H -1.5278 -12.2091 -2.5160
H 6.7152 7.4190 -0.7200
H -1.8552 2.5105 -3.8690
C -5.8748 -2.2203 -7.5538
H 3.8352 -6.7331 7.0762
Br -3.2042 -6.1797 0.7465
C -1.7102 -1.4923 -1.1639
Br -6.2559 -2.8930 -5.7673
C 0.3914 3.6041 -2.9495
H 2.7978 4.4728 -2.2379
H 7.4246 3.2267 6.0202
C -3.5817 8.3181 -2.6110
C 2.8099 -6.3955 7.1834
H 8.6372 1.9516 4.1043
*
```

F_max: 4.5 eV/Å
ΔE to the lowest compared entry with this formula, charge and spin: 25.3 kcal per mole
E_LUMO: 1.20 eV
molar mass: 2426.6 g mol⁻¹

***

[3]
Below is the molecule C6H12S at a distorted geometry, with properties calculated with ωB97M-V with the def2-TZVPD basis set.

```
! wB97M-V def2-TZVPD RIJCOSX def2/J DEFGRID3
* xyz 0 1
H -0.5035 3.0972 1.3291
H -2.5176 1.3607 -1.5774
C -2.7864 0.2773 -1.2937
C 0.2609 2.5224 0.7999
H 0.0228 0.3906 -1.8410
C -0.0525 -0.5167 -1.3183
H 2.5432 0.0232 0.8283
H 2.0030 -1.2047 -1.1490
H 0.4431 2.8017 -0.2498
H 0.5877 0.9458 2.0407
H -2.6593 -0.2549 -2.2324
H 0.8813 -1.4483 0.4531
H -0.1561 -1.3181 -2.0077
C 1.7447 0.5019 0.2564
H -3.8047 0.2058 -0.8208
C 0.7877 1.3603 1.0434
S -1.5127 -0.4455 -0.1613
C 1.2283 -0.7929 -0.4415
H 2.2894 0.9477 -0.5259
*
```

structure (SMILES): C=CCCCSC
F_max: 3.3 eV/Å
ΔE to the lowest compared entry with this formula, charge and spin: 37.0 kcal per mole
E_LUMO: 0.98 eV
molar mass: 116.2 g mol⁻¹

***

[4]
Below is a structure of composition C50H28N13Zr, with properties calculated with ωB97M-V with the def2-TZVPD basis set.

```
! wB97M-V def2-TZVPD RIJCOSX def2/J DEFGRID3
* xyz 1 1
N -0.4816 1.4545 -1.0729
C 0.2467 3.3086 3.3610
C -2.4007 2.1268 -2.1863
C 0.2956 0.0661 4.5622
H -7.0188 -2.4678 -1.3333
C 4.5140 1.1510 -0.8088
H -4.8871 3.1135 -4.2061
C -4.0682 -1.2217 0.7690
H 5.4488 1.2293 -2.7512
N 2.1119 -0.7328 3.1319
C -1.7674 1.9077 -0.8676
H -1.6979 -1.2530 -5.0872
H -0.8548 2.0033 -5.2124
N -1.8593 -0.7940 0.2428
C 2.7528 -1.9474 -0.1002
C 0.6765 2.4770 2.3596
C 5.0865 -3.0486 0.1410
C -0.6486 -1.4708 -4.9318
C -1.0876 0.1152 4.3906
H 6.9782 -3.8174 0.7596
H 0.4781 1.1247 7.7407
C 0.8894 0.4127 5.7708
C -0.7173 -1.3808 -2.3413
C 2.1096 1.1760 -2.1535
H 6.7870 -3.0332 3.0821
C -1.9301 0.5215 5.4201
N -2.5623 -0.4776 2.5283
H 1.7088 2.1507 2.3238
N -2.0121 -1.3054 -2.1139
C 2.5605 -1.2676 2.0130
H 2.2289 -2.1030 -6.6258
H -0.1440 -1.5883 -7.0048
C 0.0543 0.8355 6.7876
C 0.8449 -0.4023 3.3077
C 1.4340 -1.8046 -1.9983
C -1.1090 3.6272 3.4098
C -1.4218 2.4116 1.3654
C 5.9796 -2.8315 2.3902
C -4.9591 -1.9035 -1.3827
N -2.2704 2.2215 0.2742
H -3.0039 0.5492 5.2850
C -0.1868 1.5155 -2.4172
C -3.9079 2.7768 -3.8911
C -1.9419 3.1748 2.4146
N 1.9156 -1.3195 0.7959
H -1.4985 4.2395 4.2133
Zr 0.2174 -0.0335 0.2826
H -3.1357 2.7582 -5.8900
C -2.9147 2.5724 -4.8471
H 3.2468 1.2890 -3.9415
H 1.9622 0.3550 5.9020
N -0.1292 1.9969 1.3893
H 0.9433 3.6643 4.1070
H -4.8234 -2.0821 -2.4413
C -0.1207 -1.5589 -3.6532
C -6.1741 -2.1154 -0.7558
C 3.9639 -2.3538 0.5794
H 5.4295 1.1519 -0.2344
C -1.3400 0.8898 6.6138
C -1.4114 1.9145 -3.1418
N 0.2581 -1.4613 -1.3733
H 3.2776 0.9813 0.9062
H -5.3959 -1.2799 2.4663
C -3.9110 -1.4456 -0.5949
C 1.5788 -1.9526 -5.7734
H -7.2956 -2.0776 1.0767
H 3.1420 -2.2870 -4.3216
C -6.3323 -1.8912 0.6200
C 3.3152 1.2197 -2.8651
H -4.4173 2.7489 -1.7860
C 2.0992 -2.0531 -4.4944
H -1.9612 1.2188 7.4376
H -2.9919 3.4277 2.3772
N -0.1683 -0.5609 2.3919
C -5.2819 -1.4473 1.4034
N 0.9669 1.3259 -2.9394
C 3.8531 -1.9141 1.8973
C -2.5170 -1.1846 -0.8992
H 5.1642 -3.3972 -0.8806
H 4.7623 -1.8076 3.8502
C 4.5160 1.1981 -2.2024
C 0.2238 -1.6621 -5.9897
N 2.5660 -2.0996 -1.3989
C -2.7709 -0.8155 1.2771
C 4.8605 -2.1481 2.8278
C -1.6406 2.1475 -4.4811
C -1.3529 -0.3079 3.0314
C 1.2279 -1.8399 -3.4358
C 3.3058 1.0622 -0.1740
C 6.0902 -3.2777 1.0626
C -3.6584 2.5707 -2.5371
N 2.1092 1.0422 -0.8015
*
```

F_max: 1.0 eV/Å
ΔE to the lowest compared entry with this formula, charge and spin: 0.0 kcal per mole
E_LUMO: -4.22 eV
molar mass: 902.1 g mol⁻¹

***

[5]
Below is a structure of composition H8Na6O8S at a distorted geometry, with properties calculated with ωB97M-V with the def2-TZVPD basis set.

```
! wB97M-V def2-TZVPD RIJCOSX def2/J DEFGRID3
* xyz 4 1
O -5.7297 -1.3381 -3.3091
H -9.4391 -2.9762 -2.1413
Na -1.9324 2.4286 -3.7887
O -5.7365 -2.6381 2.5781
H -5.6032 -2.4328 -6.5338
H -5.3366 -2.2531 1.7983
Na -1.2679 -0.9195 0.6571
Na -5.0666 2.5833 0.4646
H -5.5335 -3.5714 2.5161
O -3.3486 -1.0717 -3.1980
H -7.5004 -5.7092 -4.7973
Na -1.1831 -3.3856 -5.1944
H -8.5649 -2.0172 -1.3615
O -5.1646 -2.0578 -7.2975
Na -3.1020 -6.3032 -0.3139
H -6.6303 -6.0594 -3.6090
O -4.2008 -3.0783 -2.4617
O -4.4752 -1.1213 -1.1877
O -6.7055 -6.1843 -4.5550
O -9.2833 -2.6413 -1.2582
H -5.1212 -1.1196 -7.1126
S -4.5017 -1.6682 -2.5431
Na -8.0892 1.8776 -4.4624
*
```

F_max: 4.4 eV/Å
ΔE to the lowest compared entry with this formula, charge and spin: 0.0 kcal per mole
E_LUMO: -12.21 eV
molar mass: 306.1 g mol⁻¹